1.
{"formula": "C20H31Cl4F3O18", "method": "the ωB97M-V functional and the def2-TZVPD basis", "gap_ev": 11.0, "smiles": "O=C1OC[C@@H](F)O1.O=C1OC[C@@H](F)O1.O=C1OC[C@@H](F)O1.COC(=O)OC.COC(=O)OC.COC(=O)OC.ClCCl.ClCCl", "largest_force_ev_per_a": 5.126, "e_lumo_ev": 0.34, "total_energy_ha": -4275.32056, "homo_energy_ev": -10.68, "de_lowest_kj_mol": 292.6, "multiplicity": 1, "species": ["O", "C", "O", "C", "C", "F", "O", "H", "H", "H", "O", "C", "O", "C", "C", "F", "O", "H", "H", "H", "O", "C", "O", "C", "C", "F", "O", "H", "H", "H", "C", "O", "C", "O", "O", "C", "H", "H", "H", "H", "H", "H", "C", "O", "C", "O", "O", "C", "H", "H", "H", "H", "H", "H", "C", "O", "C", "O", "O", "C", "H", "H", "H", "H", "H", "H", "Cl", "C", "Cl", "H", "H", "Cl", "C", "Cl", "H", "H"], "positions_angstrom": [[-11.4074, -4.2222, 19.3333], [-10.2361, -4.1442, 19.7124], [-9.1825, -4.4196, 19.0077], [-8.2032, -4.8010, 19.9668], [-8.4473, -3.7675, 21.0238], [-8.0018, -2.5582, 20.6347], [-9.8781, -3.8296, 20.9614], [-8.4724, -5.7933, 20.3289], [-7.1765, -4.7627, 19.6029], [-7.9753, -3.9251, 21.9936], [-13.9904, -9.1952, 13.8955], [-14.7772, -10.0447, 13.4425], [-15.4664, -10.8918, 14.1790], [-16.6292, -11.3048, 13.5267], [-16.2744, -11.0114, 12.0105], [-17.2632, -10.2335, 11.4932], [-15.1015, -10.2364, 12.1538], [-16.8549, -12.3668, 13.6231], [-17.3581, -10.5569, 13.8388], [-16.1742, -11.9136, 11.4070], [-10.1774, -4.8512, 11.4486], [-10.5348, -3.9710, 10.7130], [-10.1221, -2.6743, 10.7608], [-10.7417, -1.9652, 9.7360], [-11.5731, -3.0004, 8.9575], [-11.0257, -3.3221, 7.7783], [-11.5544, -4.1260, 9.8493], [-11.3815, -1.1890, 10.1557], [-10.1357, -1.3448, 9.0758], [-12.6164, -2.7109, 8.8319], [-8.5916, -12.6625, 13.9061], [-7.3028, -12.1391, 13.9177], [-6.9349, -11.3254, 12.9892], [-7.4483, -11.1924, 11.8932], [-5.7925, -10.8237, 13.3425], [-5.1988, -9.9051, 12.4932], [-8.7363, -13.0779, 12.9088], [-9.3493, -11.9030, 14.0991], [-8.5679, -13.4653, 14.6430], [-4.4458, -9.3176, 13.0186], [-5.9054, -9.1436, 12.1632], [-4.7431, -10.4821, 11.6885], [-14.0740, -4.0101, 14.6984], [-13.2275, -2.8236, 14.6300], [-13.7680, -1.6762, 14.1746], [-14.8752, -1.5528, 13.6065], [-12.8690, -0.5784, 14.3399], [-11.5566, -0.6457, 14.9371], [-14.2508, -4.4347, 13.7102], [-15.0111, -3.8060, 15.2164], [-13.7059, -4.8351, 15.3083], [-11.2780, -1.6170, 15.3460], [-11.4951, -0.0553, 15.8513], [-10.8726, -0.2401, 14.1917], [-3.2171, -16.1121, 18.4764], [-3.3586, -14.7192, 18.4007], [-4.6072, -14.1380, 18.4412], [-5.7130, -14.6692, 18.5134], [-4.3811, -12.8389, 18.3388], [-5.4539, -11.9330, 18.3873], [-2.3247, -16.4899, 17.9774], [-4.0527, -16.6947, 18.0885], [-3.1120, -16.3776, 19.5283], [-6.2586, -12.2070, 17.7050], [-5.1182, -10.9942, 17.9467], [-5.9484, -11.8178, 19.3518], [-11.5220, -9.6277, 8.0213], [-9.9389, -9.3898, 8.8113], [-8.9679, -8.2210, 7.8798], [-10.0756, -9.0687, 9.8439], [-9.3682, -10.3138, 8.7195], [-9.7325, -8.9301, 16.6773], [-9.3248, -7.6516, 15.5044], [-7.6383, -7.1812, 15.7442], [-9.4416, -8.1256, 14.5299], [-10.0343, -6.8272, 15.5758]], "atomic_forces_ev_per_a": [[3.21, 0.51, 0.97], [-5.07, -0.13, -0.75], [1.53, -0.89, -1.61], [1.44, 0.00, 0.02], [-0.54, -1.01, -0.20], [-0.03, 0.83, -0.39], [0.35, 1.24, 2.04], [0.31, -0.07, 0.11], [-0.32, -0.06, -0.47], [-0.88, -0.43, 0.22], [-2.41, -3.06, -1.93], [2.42, 3.04, 1.52], [0.59, -0.79, 1.93], [0.15, 0.52, -2.10], [-0.46, 0.31, 2.17], [0.10, 0.00, -0.39], [0.05, 0.06, -1.50], [-0.07, 0.32, 0.69], [-0.79, -0.74, -0.15], [0.44, 0.38, -0.26], [0.06, 1.22, -0.84], [-0.05, -1.08, 1.97], [0.89, -0.92, -0.12], [-1.51, 1.23, -0.91], [-0.49, 0.14, 1.74], [0.28, -0.25, -0.50], [0.20, 0.81, -1.40], [-0.42, -0.30, 0.40], [0.90, -0.77, -0.01], [0.11, -0.11, -0.27], [-0.54, -0.92, -0.86], [0.32, -0.17, 2.28], [-0.17, -0.44, -2.86], [-0.33, 0.40, 0.70], [0.89, 0.54, 1.99], [0.62, 1.02, -0.98], [-0.49, -0.15, 0.06], [0.05, -0.06, 0.19], [-0.35, 0.22, 0.00], [0.15, -0.57, 0.33], [-0.19, -0.37, -0.47], [-0.01, 0.54, -0.35], [-0.85, -0.03, -0.08], [-0.34, -0.12, 0.39], [-1.02, 0.99, -1.26], [3.94, -0.19, 2.17], [-2.00, -1.81, -0.24], [-0.23, -0.43, 0.48], [-0.08, 0.42, -0.06], [-0.15, 0.56, -0.49], [1.25, 0.60, 0.01], [-0.07, -0.35, -0.86], [-0.51, 0.64, -0.25], [0.10, -0.33, 0.16], [-0.41, -1.38, 0.86], [-1.21, 1.05, -0.48], [-0.86, -1.30, -0.20], [2.42, 0.60, 0.00], [0.70, 0.12, 0.32], [-1.46, 0.44, -1.09], [0.09, 0.74, -0.21], [-0.26, 0.42, -0.12], [-0.02, -0.12, 0.09], [0.00, -0.55, -0.06], [0.40, 0.01, 0.62], [0.60, -0.03, 0.25], [0.21, 0.00, 0.35], [0.27, -0.26, -0.66], [-0.12, 0.16, 0.33], [0.03, 0.06, -0.33], [-0.37, 0.05, 0.34], [-0.24, 0.18, 0.05], [-0.23, -0.78, -0.29], [-0.19, 0.33, -0.18], [0.25, 0.25, 0.07], [0.42, 0.02, 0.33]], "mulliken_charge": [-0.58, 0.65, -0.27, -0.48, 0.29, -0.27, -0.31, 0.31, 0.31, 0.33, -0.57, 0.69, -0.33, -0.35, 0.27, -0.28, -0.27, 0.27, 0.28, 0.29, -0.55, 0.68, -0.32, -0.39, 0.31, -0.27, -0.30, 0.27, 0.30, 0.27, -0.66, -0.25, 0.83, -0.61, -0.28, -0.66, 0.32, 0.29, 0.20, 0.22, 0.31, 0.29, -0.68, -0.22, 0.73, -0.56, -0.35, -0.55, 0.28, 0.30, 0.28, 0.27, 0.27, 0.23, -0.67, -0.30, 0.78, -0.57, -0.29, -0.63, 0.25, 0.32, 0.28, 0.28, 0.26, 0.29, -0.16, -0.15, -0.16, 0.24, 0.24, -0.17, -0.15, -0.16, 0.24, 0.23]}

***

2.
{"formula": "C5H4FN2", "method": "the ωB97M-V functional and the def2-TZVPD basis", "gap_ev": 7.0, "smiles": "C#[N+]C(N)=C=C=CF", "largest_force_ev_per_a": 4.883, "e_lumo_ev": -5.83, "total_charge": 1, "total_energy_ha": -401.82668, "homo_energy_ev": -12.78, "de_lowest_kj_mol": 106.5, "multiplicity": 1, "species": ["C", "N", "C", "N", "C", "C", "C", "F", "H", "H", "H", "H"], "positions_angstrom": [[0.5424, -0.3905, -1.9584], [1.0841, -0.3429, -0.9446], [1.2030, 0.0829, 0.3259], [2.3278, 0.4978, 1.0580], [-0.0822, -0.0732, 0.7991], [-1.2797, -0.2535, 0.5307], [-2.5584, -0.3530, 0.2360], [-3.5759, -0.2803, 1.1017], [0.0223, -0.2849, -2.8788], [2.1415, 0.8317, 1.9848], [2.9169, 1.0762, 0.5068], [-2.7418, -0.5102, -0.7611]], "atomic_forces_ev_per_a": [[1.12, -0.35, 0.37], [0.49, 0.85, -2.59], [-2.16, 0.22, 4.38], [-0.80, -1.43, -1.95], [2.75, 0.55, -0.47], [-1.68, 0.03, 1.40], [0.10, 0.19, 2.49], [1.13, 0.09, -1.00], [-0.10, -0.23, -0.49], [-0.23, 0.05, 0.16], [0.79, 0.58, -0.09], [-1.41, -0.55, -2.20]], "nbo_charge": [0.39, -0.19, 0.21, -0.76, 0.08, -0.09, 0.32, -0.26, 0.29, 0.43, 0.40, 0.19]}